## one
Molecular formula: C3H8NO2
Method: DFT, ωB97M-V/def2-TZVPD

For the LUMO energy (alpha / beta), the calculation gives 0.454 / 0.445 eV. As for the spin multiplicity: 2. The calculation puts the HOMO energy (alpha / beta) at -4.6 / -9.8 eV. As for the total charge: 0.

Positions of all 14 atoms, in Å:
O -1.469 0.333 0.118
C -2.210 -0.225 0.926
O -1.634 -1.257 1.631
H -3.143 0.085 1.369
H -2.346 -1.649 2.134
C 2.558 1.098 -1.441
C 1.280 -0.556 -0.354
N 1.304 0.612 -0.911
H 3.244 0.269 -1.479
H 2.828 2.100 -0.971
H 2.344 1.391 -2.396
H 2.257 -1.110 -0.085
H 0.332 -0.957 0.037
H 0.411 1.079 -1.019


## two
Molecular formula: C3H8NO2
Method: DFT, ωB97M-V/def2-TZVPD

For the LUMO energy (alpha / beta), the calculation gives 0.864 / -1.929 eV. As for the spin multiplicity: 2. The calculation puts the HOMO energy (alpha / beta) at -9.9 / -9.8 eV. As for the total charge: 0.

Positions of all 14 atoms, in Å:
C -0.220 0.427 0.470
C 0.430 -0.659 1.281
O 1.636 -0.257 1.947
N -1.195 0.092 -0.658
C -0.313 -0.087 -1.970
O 0.582 0.841 -2.326
H 0.551 1.032 -0.069
H -0.681 1.228 1.230
H -0.372 -0.982 1.961
H 0.587 -1.438 0.562
H 1.378 0.049 2.870
H -1.613 1.082 -0.802
H 0.310 -0.994 -1.695
H -1.080 -0.334 -2.800


## three
Molecular formula: C3H8NO2
Method: DFT, ωB97M-V/def2-TZVPD

For the LUMO energy (alpha / beta), the calculation gives 0.929 / -2.569 eV. As for the spin multiplicity: 2. The calculation puts the HOMO energy (alpha / beta) at -9.6 / -9.6 eV. As for the total charge: 0.

Positions of all 14 atoms, in Å:
C -0.068 1.060 -0.483
O -0.066 1.266 0.872
C 0.007 -0.452 -0.742
N 0.096 -0.798 -2.167
H -0.908 1.555 -1.041
H 0.911 1.403 -0.992
H 0.931 -0.825 -0.218
H -0.856 -0.919 -0.165
H 0.929 -0.417 -2.559
H 0.083 -1.783 -2.361
O 0.283 -1.086 2.148
C -0.262 0.046 2.407
H -1.327 0.138 2.355
H 0.246 0.812 2.947


Least stable structure: three


## one
Molecular formula: C3H8NO2
Method: DFT, ωB97M-V/def2-TZVPD

For the LUMO energy (alpha / beta), the calculation gives 1.034 / -2.176 eV. As for the spin multiplicity: 2. The calculation puts the HOMO energy (alpha / beta) at -10.0 / -9.8 eV. As for the total charge: 0.

Positions of all 14 atoms, in Å:
C -0.443 1.156 -1.489
N 0.771 1.555 -2.081
O -1.080 1.888 -0.768
H -0.896 0.321 -2.042
H 0.946 2.532 -1.893
H 1.504 0.900 -1.847
C -0.502 -0.697 0.729
O 0.445 -0.261 -0.169
C 0.241 -1.471 1.833
H -1.319 -1.243 0.245
H -0.992 0.150 1.221
H -0.423 -1.753 2.644
H 0.976 -0.757 2.207
H 0.771 -2.320 1.409


## two
Molecular formula: C3H8NO2
Method: DFT, ωB97M-V/def2-TZVPD

For the LUMO energy (alpha / beta), the calculation gives 0.807 / -2.036 eV. As for the spin multiplicity: 2. The calculation puts the HOMO energy (alpha / beta) at -10.1 / -10.1 eV. As for the total charge: 0.

Positions of all 14 atoms, in Å:
N -0.954 -1.315 -0.795
C -0.005 -0.474 -0.036
C -0.706 0.692 0.643
O -1.463 0.110 1.673
C 1.174 0.249 -1.015
O 2.138 0.918 -0.326
H -0.355 -1.934 -1.159
H -1.089 -0.721 -1.578
H 0.563 -1.123 0.642
H 0.112 1.322 1.149
H -1.299 1.284 -0.070
H -1.258 -0.902 1.557
H 1.236 -0.691 -1.609
H 0.589 0.938 -1.696


Least stable structure: two


## one
Molecular formula: C4H4O2
Method: DFT, ωB97M-V/def2-TZVPD

For the LUMO energy, the calculation gives 0.196 eV. As for the spin multiplicity: 1. The calculation puts the HOMO energy at -10.4 eV. As for the total charge: 0.

Positions of all 10 atoms, in Å:
C 0.004 -0.946 0.300
C 1.109 0.028 -0.143
C 0.457 1.290 -0.722
C -0.240 2.239 -0.939
H -1.448 0.317 -0.085
H 1.975 -0.647 -0.553
H 1.403 0.636 1.134
H -0.499 3.359 -0.934
O -1.177 -0.322 0.490
O 0.001 -2.095 0.693


## two
Molecular formula: C4H4O2
Method: DFT, ωB97M-V/def2-TZVPD

For the LUMO energy (alpha / beta), the calculation gives -0.713 / -0.711 eV. As for the spin multiplicity: 1. The calculation puts the HOMO energy (alpha / beta) at -8.9 / -8.9 eV. As for the total charge: 0.

Positions of all 10 atoms, in Å:
C -2.117 1.139 -1.117
C -0.979 1.503 -1.988
C -1.145 0.087 -1.205
C 0.134 -0.747 0.604
O -3.020 1.571 -0.465
O -0.633 0.182 -2.445
H -0.209 2.305 -2.011
H 0.902 -1.170 0.067
H -0.727 -1.357 0.745
H 0.438 0.137 1.316


## three
Molecular formula: C4H4O2
Method: DFT, ωB97M-V/def2-TZVPD

For the LUMO energy, the calculation gives -0.321 eV. As for the spin multiplicity: 1. The calculation puts the HOMO energy at -9.5 eV. As for the total charge: 0.

Positions of all 10 atoms, in Å:
O -0.163 2.102 0.859
C -0.265 0.978 0.326
C -1.604 0.771 0.654
C 0.513 -1.340 -0.139
O 0.318 -0.652 -1.363
C 0.779 0.106 -0.255
H -0.401 -1.648 0.372
H -2.324 1.215 -0.042
H 1.356 -2.033 -0.106
H 1.792 0.501 -0.306


## four
Molecular formula: C4H4O2
Method: DFT, ωB97M-V/def2-TZVPD

For the LUMO energy, the calculation gives 0.095 eV. As for the spin multiplicity: 1. The calculation puts the HOMO energy at -9.8 eV. As for the total charge: 0. Its structure (SMILES) is O=CC1=C[C@@H]1O.

Positions of all 10 atoms, in Å:
O 0.482 -0.457 -1.927
C 0.903 -0.540 -0.602
C 1.100 0.670 0.239
O -2.282 -0.025 0.264
C 0.048 -0.060 0.521
C -1.330 0.127 0.994
H -0.340 0.052 -1.956
H 1.548 -1.409 -0.480
H 1.506 1.667 0.333
H -1.430 0.504 2.032


Least stable structure: two


## one
Molecular formula: C4H4O2
Method: DFT, ωB97M-V/def2-TZVPD

For the LUMO energy, the calculation gives 0.839 eV. As for the spin multiplicity: 1. The calculation puts the HOMO energy at -9.4 eV. As for the total charge: 0.

Positions of all 10 atoms, in Å:
O 0.000 2.531 0.342
C 0.140 1.352 0.420
O -0.070 0.529 1.501
C 0.521 -0.592 0.791
C -0.536 -0.721 -0.569
C 0.584 0.214 -0.478
H -0.068 -1.536 0.766
H -0.383 -1.596 -1.203
H -1.558 -0.437 -0.354
H 1.372 0.256 -1.216


## two
Molecular formula: C4H4O2
Method: DFT, ωB97M-V/def2-TZVPD

For the LUMO energy, the calculation gives 0.509 eV. As for the spin multiplicity: 1. The calculation puts the HOMO energy at -8.2 eV. As for the total charge: 0.

Positions of all 10 atoms, in Å:
C -0.038 -0.846 0.145
C 0.145 -0.126 -0.975
C 0.102 1.225 -0.552
C -0.063 1.074 0.782
H -0.347 -2.885 -0.010
H 0.772 -0.385 -1.818
H 0.030 2.280 -0.949
H -0.334 1.857 1.554
O 0.005 -2.063 0.634
O -0.271 -0.132 1.188


Least stable structure: one


## one
Molecular formula: C4H6N2OS
Method: DFT, ωB97M-V/def2-TZVPD

For the LUMO energy (alpha / beta), the calculation gives -0.249 / -2.265 eV. As for the spin multiplicity: 3. The calculation puts the HOMO energy (alpha / beta) at -6.7 / -8.8 eV. As for the total charge: 0.

Positions of all 14 atoms, in Å:
C 0.907 0.266 -0.317
C -1.511 -0.512 -0.195
C -2.711 0.161 0.413
C -0.405 0.523 -0.339
N 3.488 -0.334 0.014
N 3.102 -1.393 0.263
O -1.353 -1.687 -0.512
S 2.258 1.242 -0.154
H 1.183 -0.739 -0.354
H -2.251 0.849 1.146
H -3.435 -0.564 0.822
H -3.156 0.582 -0.497
H -0.606 1.611 -0.248
H 4.491 -0.006 -0.042


## two
Molecular formula: C4H6N2OS
Method: DFT, ωB97M-V/def2-TZVPD

For the LUMO energy (alpha / beta), the calculation gives 0.478 / -2.560 eV. As for the spin multiplicity: 3. The calculation puts the HOMO energy (alpha / beta) at -5.8 / -9.8 eV. As for the total charge: 0.

Positions of all 14 atoms, in Å:
C 1.792 0.985 0.164
C 0.694 -0.748 -0.971
C 1.675 0.247 -0.991
C 0.242 -0.159 1.208
N 1.057 0.872 1.175
N 0.080 -0.999 0.175
O -0.713 -2.034 0.279
S -3.150 1.025 0.243
H 2.445 1.835 0.146
H 0.446 -1.399 -1.835
H -2.434 0.058 -0.383
H 2.228 0.617 -1.858
H -0.467 -0.323 1.988
H -3.894 0.025 0.659


Least stable structure: one


## one
Molecular formula: C2H6O2
Method: DFT, ωB97M-V/def2-TZVPD

For the LUMO energy, the calculation gives 0.329 eV. As for the spin multiplicity: 1. The calculation puts the HOMO energy at -10.6 eV. As for the total charge: 0.

Positions of all 10 atoms, in Å:
C -0.421 0.172 0.160
C 1.095 0.826 -0.230
O 0.057 -1.096 0.194
O -1.434 -1.699 0.590
H -1.628 -2.152 -0.247
H -0.706 0.587 1.131
H -1.094 0.390 -0.674
H 0.846 1.873 -0.412
H 1.513 0.370 -1.127
H 1.773 0.729 0.615


## two
Molecular formula: C2H6O2
Method: DFT, ωB97M-V/def2-TZVPD

For the LUMO energy, the calculation gives 0.793 eV. As for the spin multiplicity: 1. The calculation puts the HOMO energy at -10.2 eV. As for the total charge: 0. Its structure (SMILES) is OCCO.

Positions of all 10 atoms, in Å:
O -0.753 1.237 -0.034
C -0.681 -0.184 -0.088
C 0.719 -0.580 0.323
O 1.667 0.222 -0.343
H -1.608 1.456 -0.407
H -1.426 -0.616 0.594
H -0.896 -0.511 -1.116
H 0.817 -0.494 1.418
H 0.909 -1.624 0.045
H 1.252 1.094 -0.391


Least stable structure: one